{
  "formula": "C44H49DyN3O4PS3",
  "method": "ωB97M-V with the def2-TZVPD basis set",
  "symbols": ["Dy", "S", "S", "S", "P", "O", "O", "O", "O", "N", "N", "N", "C", "C", "C", "C", "C", "C", "C", "C", "C", "C", "C", "C", "C", "C", "C", "C", "C", "C", "C", "C", "C", "C", "C", "C", "C", "C", "C", "C", "C", "C", "C", "C", "C", "C", "C", "C", "C", "C", "C", "C", "C", "C", "C", "C", "H", "H", "H", "H", "H", "H", "H", "H", "H", "H", "H", "H", "H", "H", "H", "H", "H", "H", "H", "H", "H", "H", "H", "H", "H", "H", "H", "H", "H", "H", "H", "H", "H", "H", "H", "H", "H", "H", "H", "H", "H", "H", "H", "H", "H", "H", "H", "H", "H"],
  "xyz": [[1.4394, 1.1478, 0.5127], [-1.9492, -3.5950, 0.6008], [-3.9340, -0.9348, 0.2494], [-3.7521, -3.3635, -2.1926], [2.4464, -0.7939, -2.2067], [1.7140, 3.3975, 0.7428], [-1.0129, 1.6465, 0.7749], [0.1648, -0.1830, 6.1942], [1.0070, -0.4824, 2.0657], [0.8428, 0.8016, 3.8931], [1.1653, 1.8728, 2.9658], [-2.0745, 2.3709, 2.6714], [-2.5587, 1.0164, 3.0217], [3.9598, 0.1809, -2.5105], [-1.1374, 1.0574, -2.1500], [-5.2616, -1.3578, -0.9224], [-0.8040, -3.7019, 4.2090], [1.5860, 5.6985, 0.9198], [2.8703, -2.9780, -3.7134], [2.3480, -1.7062, -3.8142], [-4.1366, -2.1501, 1.5513], [5.8697, 2.1906, -2.7446], [-0.1728, 0.1029, -2.0982], [0.0978, -1.4153, 4.1294], [-0.1901, -1.2442, 5.5006], [-0.2556, -2.6171, 3.4729], [1.6056, 4.4450, 1.4834], [-1.2835, 2.5274, 1.5919], [-1.0469, -3.5364, 5.5798], [5.3060, 1.9205, -1.4929], [1.9043, -2.1997, -6.1383], [2.5195, -3.4390, -6.0816], [-3.4162, -4.9895, -1.4227], [1.8972, -1.2978, -5.0951], [-2.1246, -4.9147, -0.6493], [-0.9084, 2.4081, -2.2838], [1.1703, 0.5133, -2.2637], [0.3847, 2.8151, -2.4446], [1.3044, 3.0110, 3.4839], [5.5810, 1.3734, -3.8764], [-0.7313, -2.3538, 6.2442], [4.3613, 0.8846, -1.3782], [1.4332, 1.8754, -2.4202], [-3.5468, -3.5404, 1.3593], [3.7130, 0.6876, -0.0420], [1.2047, 0.0315, -5.2267], [-0.5754, -1.3194, -2.0540], [4.5732, 0.4052, -3.7891], [-5.3178, -2.8263, -1.3303], [0.9414, 6.7302, 3.0150], [0.7726, -0.3359, 3.3086], [1.3820, 4.3320, 2.8733], [3.0169, -3.8189, -4.8641], [1.2141, 6.8160, 1.6697], [-2.2760, 3.3987, 3.6155], [1.0243, 5.4460, 3.6183], [-2.2011, 0.2406, 2.2514], [-1.8572, 3.0510, 4.5404], [-1.5333, -1.4819, -1.5553], [-5.1934, -2.2019, 1.7412], [-3.4467, 3.4126, 3.7714], [-5.3564, -3.4621, -0.4824], [1.1123, 7.7474, 1.1581], [4.3242, -0.1944, -4.6441], [0.7862, 5.2889, 4.6762], [-0.8091, -2.3076, 7.3040], [-1.7927, 3.0614, -2.2865], [1.4936, -1.8535, -7.1426], [3.1972, -3.3131, -2.7002], [-4.2773, -5.3870, -0.8449], [0.0347, -2.7588, 2.4523], [1.1516, 3.0802, 4.5428], [3.5504, -4.7065, -4.6770], [6.0676, 1.5763, -4.7745], [-0.8328, 3.4587, 1.5098], [0.1505, -2.0347, -1.6893], [0.4974, 0.4685, 5.4517], [-5.0011, -0.8512, -1.8493], [3.5916, -0.3791, 0.2736], [-3.6723, -1.6958, 2.3873], [-1.9349, 4.3366, 3.2561], [-3.3279, -5.6375, -2.3270], [0.6450, 3.8458, -2.5887], [0.9423, 0.3277, -6.2748], [6.4951, 3.0552, -3.0151], [-1.3715, -4.6755, -1.4096], [-1.9021, -5.9003, -0.1823], [2.4523, 2.1871, -2.5985], [-3.4939, -3.9686, 2.3737], [-0.8294, -1.6488, -3.0839], [2.6067, -4.0330, -6.9795], [-1.3636, -4.3544, 6.1851], [-3.6362, 1.0420, 3.0974], [4.2794, 1.1815, 0.7403], [1.6329, 0.9180, -4.7954], [0.6938, 7.6373, 3.6554], [-4.2502, -4.0691, 0.7678], [1.8779, 5.8234, -0.1697], [-1.0170, -4.6577, 3.7320], [-2.1459, 0.7307, -1.9901], [-2.1746, 0.6831, 4.0324], [0.2092, -0.0109, -4.7057], [-6.2180, -1.1588, -0.4736], [-6.1293, -3.0412, -2.1272], [5.6213, 2.6196, -0.6461]],
  "relative_energy_kcal_mol": 9.5,
  "spin_multiplicity": 6,
  "s2": 9.340,
  "homo_ev": [-7.204, -7.198],
  "lumo_energy_ev": [0.280, 0.282]
}